--- one ---
21
Properties=species:S:1:pos:R:3:mulliken_charge:R:1 method="wB97M-V/def2-TZVPD" charge=0 lumo_energy_ev=0.48
C 0.18 -2.71 -0.76 -1.133
C 0.75 -1.72 0.18 -0.153
N -0.37 -0.99 0.90 -0.374
C -0.05 0.39 1.14 0.400
N 0.80 0.39 2.32 -0.612
N -0.69 1.47 0.90 -0.622
H -0.61 -2.09 -1.36 0.297
H 0.90 -3.05 -1.49 0.350
H -0.06 -3.59 -0.33 0.335
H 1.37 -0.93 -0.34 0.280
H 1.49 -2.21 0.93 0.202
H -1.20 -0.97 0.35 0.315
H 1.30 -0.45 2.51 0.242
H 0.21 0.82 3.21 0.270
H -0.53 2.38 1.35 0.245
H 0.38 3.07 -1.14 0.236
H -0.46 3.70 -1.93 0.344
O 0.50 3.64 -1.76 -0.600
H -1.74 1.16 -0.91 0.327
H -0.59 0.86 -1.99 0.299
O -1.57 0.82 -1.78 -0.648

---

--- two ---
21
Properties=species:S:1:pos:R:3:mulliken_charge:R:1 method="wB97M-V/def2-TZVPD" charge=0 lumo_energy_ev=0.69
C -1.97 -0.36 -0.11 -0.389
C -0.60 -2.35 0.04 -0.980
C -1.94 1.14 -0.36 -1.203
N -0.64 -0.93 -0.26 -0.298
H -0.01 -0.42 0.36 0.219
H -2.62 -0.85 -0.85 0.388
H -2.39 -0.56 0.89 0.302
H 0.41 -2.72 -0.12 0.310
H -1.26 -2.87 -0.66 0.342
H -0.92 -2.59 1.06 0.318
H -2.94 1.56 -0.29 0.393
H -1.30 1.64 0.36 0.297
H -1.54 1.34 -1.36 0.302
N 1.30 2.26 0.00 0.343
N 1.69 1.63 -0.94 -0.541
O 2.12 2.59 1.01 -0.357
O 2.51 -0.47 0.56 -0.662
H 3.04 2.26 0.88 0.293
H 2.40 -1.27 1.08 0.283
H 2.72 1.44 -1.01 0.253
H 1.94 -0.48 -0.28 0.386

---

Which structure is most stable? one, by 57.4 kJ/mol over the runner-up.

---

--- one ---
59
Properties=species:S:1:pos:R:3:mulliken_charge:R:1 method="wB97M-V/def2-TZVPD" charge=-2 lumo_energy_ev=3.50
O 2.09 3.06 -0.26 -0.631
C 1.83 2.19 -1.13 0.415
O 2.19 0.96 -1.07 -0.264
B 1.53 0.44 -2.32 1.303
O 0.89 1.56 -2.97 -0.590
C 1.06 2.55 -2.22 0.764
O 0.61 3.69 -2.44 -0.771
O 0.65 -0.66 -2.26 0.131
C 1.12 -1.71 -2.84 0.994
O 0.65 -2.78 -2.80 -0.577
C 2.22 -1.33 -3.60 0.050
O 2.62 -0.13 -3.18 -0.713
O 2.97 -2.07 -4.27 -0.683
O -1.10 3.13 -0.37 -0.711
C -0.80 2.10 0.20 1.241
O -0.82 1.04 -0.47 -0.590
B -0.35 -0.05 0.51 2.908
O -0.05 0.74 1.73 -0.936
C -0.35 1.90 1.45 -0.013
O -0.40 2.80 2.32 -0.823
O 0.73 -0.79 -0.07 -1.115
C 0.46 -2.01 -0.03 0.972
O 1.33 -2.73 -0.51 -0.943
C -0.82 -2.19 0.54 0.083
O -1.28 -1.09 0.82 -0.389
O -1.41 -3.25 0.65 -0.766
O 1.32 0.40 4.64 -0.728
H 1.52 0.01 3.68 0.408
H 0.36 0.02 4.78 0.358
O -0.59 -5.67 -0.02 -0.783
H 0.21 -5.32 0.47 0.258
H -1.14 -4.82 0.20 0.529
O -2.23 -1.36 -2.51 -0.682
H -2.42 -0.57 -2.99 0.259
H -1.39 -1.05 -2.26 0.198
O 2.71 -0.43 2.16 -0.812
H 2.27 -0.49 1.38 0.353
H 2.69 -1.42 2.40 0.370
O 0.84 3.15 4.68 -0.649
H 0.21 3.35 4.06 0.415
H 0.86 2.20 4.86 0.366
O -3.18 4.50 -1.63 -0.716
H -2.48 4.09 -1.12 0.516
H -2.82 4.46 -2.58 0.311
O -2.83 -2.48 3.29 -0.683
H -2.84 -1.59 3.58 0.290
H -2.18 -2.67 2.56 0.347
O 0.38 4.99 0.07 -0.756
H -0.23 4.22 0.07 0.157
H 0.75 5.27 -0.90 0.316
O -2.80 -5.91 -1.62 -0.685
H -2.69 -5.38 -2.35 0.299
H -2.08 -5.66 -0.94 0.363
O 3.07 -4.99 -0.60 -0.637
H 2.64 -4.25 -0.75 0.384
H 2.68 -5.54 -1.28 0.312
O -2.20 5.87 1.43 -0.712
H -1.28 5.42 1.20 0.395
H -2.73 6.27 0.64 0.293

---

--- two ---
59
Properties=species:S:1:pos:R:3:mulliken_charge:R:1 method="wB97M-V/def2-TZVPD" charge=-2 lumo_energy_ev=2.21
O 2.52 2.47 -0.49 -0.806
C 2.42 1.54 -1.42 0.805
O 2.65 0.44 -1.24 -0.309
B 2.21 -0.34 -2.51 1.258
O 1.74 0.73 -3.40 -0.554
C 1.94 1.75 -2.76 0.266
O 1.54 2.89 -3.13 -0.700
O 1.18 -1.31 -2.22 0.202
C 1.66 -2.35 -2.79 0.602
O 0.93 -3.43 -2.66 -0.727
C 3.05 -2.35 -3.22 0.391
O 3.36 -1.13 -3.13 -0.710
O 3.80 -3.22 -3.31 -0.567
O -2.52 3.15 0.51 -0.834
C -1.83 2.16 0.22 0.200
O -1.68 1.08 0.95 -0.892
B -0.88 0.15 0.15 1.209
O -0.62 0.94 -1.13 -0.143
C -1.07 2.07 -1.04 0.979
O -1.01 2.94 -1.88 -0.854
O -1.51 -1.20 -0.10 -0.827
C -0.63 -1.99 0.43 -0.070
O -0.99 -3.15 0.67 -0.945
C 0.45 -1.39 0.94 1.417
O 0.47 -0.12 0.81 -0.013
O 1.61 -1.84 1.08 -0.997
O 2.72 0.20 1.94 -0.859
H 1.78 -0.03 1.67 0.620
H 2.74 -0.24 2.70 0.199
O -0.64 5.68 -2.14 -0.646
H -0.84 4.76 -2.25 0.551
H -0.22 5.87 -1.35 0.255
O -3.82 4.08 -1.63 -0.651
H -3.55 3.89 -0.67 0.382
H -3.80 3.21 -2.08 0.297
O 1.31 1.93 3.24 -0.797
H 2.00 1.47 2.75 0.514
H 0.46 1.48 3.06 0.311
O -1.33 0.81 3.62 -0.629
H -1.96 0.98 2.89 0.338
H -1.52 1.43 4.22 0.277
O -1.02 -5.18 2.37 -0.671
H -0.91 -4.49 1.81 0.528
H -1.53 -4.60 3.10 0.305
O 2.11 -3.01 3.85 -0.614
H 1.22 -2.67 3.55 0.339
H 2.78 -2.27 4.03 0.311
O -2.30 -1.15 -3.04 -0.734
H -1.82 -1.32 -2.20 0.335
H -2.27 -2.09 -3.56 0.338
O 3.28 -3.01 0.69 -0.758
H 2.36 -2.59 0.86 0.766
H 3.45 -3.55 1.48 0.189
O -2.26 -4.61 -1.44 -0.598
H -2.81 -3.95 -1.37 0.252
H -1.74 -4.44 -0.61 0.385
O -3.68 4.91 2.13 -0.655
H -3.06 4.44 1.55 0.483
H -3.91 5.50 1.52 0.256

---

Which structure is most stable? one, by 326.4 kJ/mol over the runner-up.

---

--- one ---
27
Properties=species:S:1:pos:R:3:mulliken_charge:R:1 method="wB97M-V/def2-TZVPD" charge=+1 smiles="C[C@]1(O)CCCC[C@]1([NH3+])C=O" lumo_energy_ev=-3.17
C -1.55 0.83 0.83 -0.156
C 1.38 1.67 0.24 -0.593
C 2.07 0.33 0.28 -0.817
C 0.18 1.63 -0.72 -1.499
C 1.20 -0.74 0.97 -1.133
C -0.72 0.43 -0.34 0.814
C 0.07 -1.12 0.02 0.512
C -1.01 -1.87 0.81 -1.640
N -1.56 -0.04 -1.43 -0.098
O -2.70 0.49 0.82 -0.482
O 0.26 -1.59 -1.28 -0.635
H -1.20 1.31 1.73 0.400
H 1.02 1.94 1.16 0.398
H 2.12 2.46 -0.29 0.339
H 2.35 0.08 -0.70 0.420
H 3.05 0.29 0.68 0.421
H -0.24 2.65 -0.63 0.300
H 0.68 1.58 -1.61 0.520
H 1.68 -1.58 1.19 0.617
H 0.84 -0.36 1.84 0.529
H -1.32 -1.39 1.63 0.651
H -0.47 -2.84 1.15 0.441
H -1.89 -2.31 0.15 0.224
H -1.61 0.58 -2.25 0.391
H -2.49 0.04 -1.11 0.315
H -1.33 -0.96 -1.75 0.326
H 1.18 -1.51 -1.39 0.435

---

--- two ---
27
Properties=species:S:1:pos:R:3:mulliken_charge:R:1 method="wB97M-V/def2-TZVPD" charge=+1 lumo_energy_ev="-4.31 / -5.27"
C 0.73 0.08 0.44 -0.144
C 0.76 -2.57 -1.43 -0.275
C -0.26 -1.88 -2.36 -0.596
C 0.13 -2.40 -0.01 -0.968
C -0.38 -0.55 -1.75 -0.786
C -0.29 -0.82 -0.13 0.508
C -0.45 3.01 0.24 -1.084
C -1.06 2.66 2.99 -0.579
N -1.09 1.81 0.70 0.010
O 2.01 0.03 0.62 -0.376
O -1.33 1.78 1.95 -0.079
H 0.99 -3.68 -1.71 0.327
H 1.74 -1.94 -1.43 0.089
H 0.27 -1.75 -3.32 0.332
H -1.24 -2.46 -2.43 0.320
H -0.86 -3.00 0.11 0.303
H 0.82 -2.62 0.76 0.398
H 0.51 -0.04 -1.94 0.371
H -1.26 -0.02 -2.05 0.331
H -1.26 -0.56 0.31 0.498
H -0.98 3.85 0.50 0.406
H -0.24 3.05 -0.81 0.299
H 0.51 3.05 0.76 0.445
H -1.16 1.83 3.85 0.262
H -1.74 3.52 3.01 0.307
H -0.11 3.26 2.90 0.293
H 2.30 -0.85 0.18 0.389

---

--- three ---
27
Properties=species:S:1:pos:R:3:mulliken_charge:R:1 method="wB97M-V/def2-TZVPD" charge=+1 lumo_energy_ev=-3.86
C 1.77 1.47 -0.56 -0.543
C 1.15 0.41 0.17 0.175
C 1.81 -0.90 0.38 0.711
C 0.99 -2.04 0.88 -1.562
C -0.70 1.47 2.22 -1.223
C -0.20 0.68 -2.39 -1.012
C -0.86 1.60 0.67 -0.404
C -0.75 -0.07 -1.25 -0.607
N -0.30 0.32 0.09 0.229
O 2.95 1.57 -0.78 -0.478
O 3.07 -1.09 -0.01 -0.330
H 1.16 2.33 -0.78 0.299
H 0.34 -2.42 0.17 0.399
H 0.34 -1.86 1.71 0.395
H 1.59 -2.97 1.13 0.386
H 0.31 1.24 2.57 0.324
H -0.89 2.42 2.70 0.422
H -1.43 0.82 2.74 0.386
H -0.49 -0.03 -3.20 0.370
H -0.74 1.56 -2.45 0.355
H 0.92 0.66 -2.34 0.346
H -0.42 2.44 0.24 0.501
H -2.00 1.67 0.59 0.287
H -0.69 -1.13 -1.27 0.407
H -1.84 0.11 -1.08 0.462
H -0.71 -0.32 0.84 0.358
H 3.35 -1.92 0.35 0.347

---

Which structure is most stable? one, by 67.5 kJ/mol over the runner-up.